Entry 1:
{"formula": "C2H4O2", "method": "ωB97M-V with the def2-TZVPD basis set", "elements": ["H", "C", "H", "C", "H", "O", "O", "H"], "coordinates": [[-1.64, 2.83, 0.25], [-0.94, 2.47, -0.54], [-0.32, 3.23, -1.06], [0.96, -2.45, 0.57], [0.14, -1.91, 1.10], [-1.01, 1.27, -0.88], [0.89, -2.87, -0.56], [1.92, -2.58, 1.12]], "lowdin_charge": [0.078, -0.110, 0.081, -0.149, 0.083, -0.050, -0.013, 0.079], "multiplicity": 1, "smiles": "C=O.C=O", "orbital_gap_ha": 0.387}

Entry 2:
{"formula": "C5H13NS", "method": "ωB97M-V with the def2-TZVPD basis set", "elements": ["H", "H", "C", "H", "H", "H", "C", "N", "H", "C", "S", "C", "C", "H", "H", "H", "H", "H", "H", "H"], "coordinates": [[-0.48, -0.62, -0.96], [1.01, 0.43, -1.46], [0.88, -2.12, 2.88], [-2.81, 2.22, -1.91], [-0.15, -1.64, 2.78], [-0.62, 2.38, -1.38], [0.14, 0.34, -0.72], [0.59, 0.10, 0.66], [-1.51, 1.61, 0.06], [-0.98, 1.38, -0.93], [-2.06, 1.25, -2.45], [1.67, -1.03, 0.72], [1.89, -1.23, 2.20], [1.08, -2.44, 3.96], [2.44, -0.71, 0.01], [2.17, -0.22, 2.86], [0.97, -3.05, 2.35], [2.92, -1.82, 2.33], [1.23, -1.93, 0.24], [1.08, 1.01, 0.84]], "lowdin_charge": [0.143, 0.143, -0.146, -0.049, 0.089, 0.115, -0.335, -0.087, 0.143, -0.418, 1.105, -0.202, -0.314, 0.103, 0.108, 0.162, 0.054, 0.142, 0.119, 0.125], "total_charge": 1, "s_squared": 0.753, "multiplicity": 2, "orbital_gap_ha": [0.317, 0.154]}

Entry 3:
{"formula": "C19H24N2O6S", "method": "ωB97M-V with the def2-TZVPD basis set", "elements": ["C", "C", "C", "C", "C", "O", "H", "C", "C", "H", "S", "H", "C", "H", "C", "H", "H", "N", "O", "O", "H", "H", "C", "H", "C", "H", "H", "H", "H", "H", "H", "H", "H", "C", "H", "C", "H", "C", "C", "O", "C", "O", "H", "C", "N", "C", "H", "C", "H", "O", "H", "H"], "coordinates": [[-3.38, -0.44, -2.15], [1.07, 3.39, 0.58], [-3.45, -1.72, 0.02], [1.63, 5.99, -0.30], [1.98, -2.91, 0.22], [-0.96, -3.61, -2.89], [3.36, -1.01, 0.85], [-3.35, -0.06, 0.43], [0.51, -0.76, 1.78], [3.73, 1.30, 2.15], [-2.94, 0.88, -1.20], [2.69, 5.79, 1.51], [1.97, 1.18, 1.31], [3.70, 5.35, 0.14], [2.90, -1.11, 1.70], [-2.42, -0.05, 1.11], [-3.21, -2.30, 0.89], [1.70, -0.29, 1.70], [2.67, -3.72, -0.51], [-3.89, 1.89, -1.22], [2.01, 6.87, -0.58], [-3.37, -2.68, -1.80], [-0.72, -2.61, -1.85], [0.59, 5.96, 0.00], [-2.81, -1.85, -1.44], [1.61, 5.51, -1.37], [0.54, -2.43, 3.21], [0.52, 3.85, 0.01], [-2.69, -0.46, -3.19], [-4.07, 0.31, 1.06], [2.58, -3.18, 2.06], [3.13, -1.08, 2.67], [1.09, -1.42, -2.45], [0.84, -2.46, -1.81], [1.36, -3.23, -1.94], [1.01, 1.92, 0.59], [4.39, 3.57, 1.78], [3.02, 1.76, 1.74], [2.13, -2.67, 1.50], [-0.65, -0.18, 2.07], [3.46, 3.00, 1.59], [1.17, -2.09, -0.33], [-1.17, -0.80, -0.99], [0.56, -2.19, 2.17], [-1.50, -1.81, -1.37], [2.57, 5.43, 0.39], [-0.12, -2.83, 1.82], [2.30, 3.96, 0.87], [-4.56, -1.77, -0.31], [-1.65, 1.21, -1.23], [-4.50, -0.52, -2.43], [0.11, 1.39, 0.27]], "lowdin_charge": [-0.186, 0.003, -0.071, -0.187, -0.563, -0.131, 0.089, -0.125, -0.426, 0.049, 0.502, 0.161, -0.149, 0.155, 0.087, 0.068, 0.092, 0.037, 0.056, -0.273, 0.056, 0.146, -0.309, 0.110, -0.331, 0.154, 0.121, -0.001, 0.184, 0.048, 0.031, 0.107, 0.210, 0.098, 0.015, 0.073, 0.111, -0.159, 0.000, -0.047, 0.072, 0.010, 0.218, 0.074, 0.066, -0.331, 0.068, -0.085, 0.120, -0.244, 0.145, 0.082], "multiplicity": 1, "smiles": "CCc1ccc(N2C[C@H](C(=O)OCC(=O)N[C@H]3CCS(=O)(=O)C3)CC2=O)cc1", "orbital_gap_ha": 0.325}

Entry 4:
{"formula": "C27H24IrN6O2", "method": "ωB97M-V with the def2-TZVPD basis set", "elements": ["C", "H", "N", "H", "H", "C", "C", "C", "H", "H", "C", "C", "N", "H", "H", "H", "C", "N", "C", "N", "O", "C", "H", "H", "N", "C", "C", "H", "C", "C", "C", "H", "C", "H", "C", "H", "C", "C", "C", "C", "H", "H", "H", "C", "H", "H", "N", "H", "H", "C", "O", "H", "C", "C", "Ir", "H", "C", "C", "H", "C"], "coordinates": [[3.98, -3.02, -0.89], [-2.54, -2.37, -5.56], [-0.30, 0.67, 1.78], [-0.47, -2.25, -4.24], [0.25, 2.14, -1.93], [2.85, -1.56, 0.62], [2.63, 5.38, 2.05], [3.98, -2.27, 0.28], [2.52, 6.10, 2.85], [1.15, 4.03, 2.84], [-1.45, -1.45, -2.50], [-1.62, -2.86, 0.71], [0.35, 1.85, 1.99], [4.85, -2.25, 0.93], [-0.86, 1.74, 4.06], [-2.77, -4.60, 1.13], [-2.57, -1.83, 3.05], [-0.24, -1.38, -1.72], [-0.79, 1.82, -1.99], [0.62, -2.21, -2.09], [1.37, 1.26, 0.00], [-1.24, 1.32, -0.63], [2.80, -0.96, 1.52], [-2.69, -0.67, -0.93], [-1.23, -1.63, 1.08], [-2.99, -3.08, 2.65], [1.77, -2.25, -1.28], [-0.85, 1.03, -2.74], [-2.48, -3.62, 1.47], [2.86, -3.01, -1.70], [-3.78, -1.60, -3.99], [4.40, 4.87, -0.79], [-1.45, 0.84, 3.95], [-4.75, -0.80, -2.25], [2.01, 3.29, 1.02], [-4.69, -1.65, -4.58], [2.93, 3.53, 0.00], [3.69, 4.69, 0.00], [-1.68, -1.12, 2.26], [-1.12, 0.18, 2.65], [4.13, 6.52, 1.03], [-1.25, 0.17, 4.78], [-1.22, -3.23, -0.22], [3.54, 5.61, 1.03], [3.03, 2.81, -0.80], [-1.42, 2.65, -2.28], [1.76, -1.56, -0.14], [-2.51, 1.10, 3.98], [-2.93, -1.39, 3.97], [-1.41, -1.94, -3.81], [-2.11, 1.87, -0.02], [-3.69, -3.65, 3.25], [-3.82, -1.12, -2.69], [1.19, 2.07, 1.00], [-0.07, -0.24, 0.08], [2.80, -3.55, -2.63], [-2.57, -2.01, -4.55], [-2.65, -1.04, -1.94], [4.85, -3.59, -1.18], [1.87, 4.22, 2.05]], "lowdin_charge": [-0.026, 0.114, -0.150, 0.111, 0.072, -0.087, -0.065, -0.021, 0.108, 0.109, -0.260, -0.100, 0.117, 0.119, 0.076, 0.119, 0.018, -0.078, -0.039, 0.115, -0.186, -0.497, 0.124, 0.087, -0.045, -0.021, -0.302, 0.060, -0.025, 0.025, -0.054, 0.107, 0.001, 0.117, -0.149, 0.114, -0.020, -0.067, -0.179, -0.237, 0.109, 0.095, 0.113, -0.069, 0.113, 0.093, 0.003, 0.102, 0.122, -0.014, 0.039, 0.123, -0.046, -0.406, 1.390, 0.125, -0.054, -0.047, 0.122, -0.019], "total_charge": 1, "multiplicity": 1, "orbital_gap_ha": 0.242}

Number 1: energy -6231.728 eV. Number 2: energy -17709.940 eV. Number 3: energy -46176.531 eV. Number 4: energy -44257.729 eV.